(a)
A single CH4N2O molecule. Source: OMol25; level of theory: ωB97M-V/def2-TZVPD.

Computed properties:
- SMILES = [H]/N=C/NO
- orbital gap (Ha) = 0.38572

Geometry as XYZ:
```
8
Properties=species:S:1:pos:R:3:nbo_charge:R:1
O 0.08 -0.51 -1.49 -0.590
H -1.27 0.71 1.92 0.326
C -0.25 0.47 0.39 0.245
H 0.40 0.00 -2.23 0.473
H -0.91 1.18 -0.03 0.172
N 0.72 -0.08 -0.24 -0.328
H 1.09 -0.92 0.14 0.385
N -0.50 0.12 1.64 -0.682
```

(b)
2 unconnected molecules or ions with the total composition CH4N2O. Source: OMol25; level of theory: ωB97M-V/def2-TZVPD.

Computed properties:
- SMILES = N=C=O.N
- orbital gap (Ha) = 0.38219

Geometry as XYZ:
```
8
Properties=species:S:1:pos:R:3:nbo_charge:R:1
H -0.85 1.21 -0.21 0.360
H 3.04 -1.87 1.93 0.425
N 2.06 -2.10 1.86 -0.765
N -1.32 0.25 -0.21 -1.084
C 1.40 -2.25 0.88 0.859
H -0.65 -0.48 0.09 0.367
H -2.01 0.20 0.60 0.354
O 0.59 -2.21 0.04 -0.516
```

Least stable of them? (a).

(a)
2 unconnected molecules or ions with the total composition CH4N2O. Source: OMol25; level of theory: ωB97M-V/def2-TZVPD.

Computed properties:
- orbital gap (Ha) = 0.36753

Geometry as XYZ:
```
8
Properties=species:S:1:pos:R:3:nbo_charge:R:1
O 1.56 -0.37 -0.18 -0.685
N -0.74 0.27 -0.62 -0.521
H 1.88 0.27 -0.91 0.506
H 0.25 1.29 1.30 -0.078
C 0.32 -0.04 0.21 0.530
H -1.01 -1.67 0.11 0.367
N -0.82 -0.73 0.49 -0.492
H -1.44 0.97 -0.39 0.372
```

(b)
A single CH4N2O molecule. Source: OMol25; level of theory: ωB97M-V/def2-TZVPD.

Computed properties:
- SMILES = CNN=O
- orbital gap (Ha) = 0.36704

Geometry as XYZ:
```
8
Properties=species:S:1:pos:R:3:nbo_charge:R:1
H -1.75 -0.39 0.47 0.208
N 1.34 0.31 0.28 0.190
C -0.99 0.29 0.03 -0.399
O 2.50 -0.12 0.22 -0.438
H 0.50 -1.33 -0.38 0.368
H -1.30 0.44 -0.92 0.195
H -0.66 1.15 0.47 0.229
N 0.36 -0.35 -0.16 -0.354
```

Least stable of them? (a).

(a)
A single C4H6F2O molecule. Source: OMol25; level of theory: ωB97M-V/def2-TZVPD.

Computed properties:
- SMILES = CO[C@@H]1[C@H](F)[C@@H]1F
- orbital gap (Ha) = 0.39542

Geometry as XYZ:
```
13
Properties=species:S:1:pos:R:3:nbo_charge:R:1
H -2.40 -0.80 0.91 0.182
H 0.14 -0.75 1.52 0.189
C -0.97 0.84 0.32 0.132
F -2.01 -0.83 -1.13 -0.319
O 0.67 -0.84 -0.50 -0.503
H -1.09 1.48 1.20 0.179
C 1.86 -0.07 -0.51 -0.256
F -0.73 1.56 -0.81 -0.322
H 1.67 1.01 -0.69 0.180
C -1.66 -0.49 0.16 0.157
H 2.34 -0.44 -1.43 0.203
C -0.20 -0.45 0.52 0.011
H 2.38 -0.22 0.45 0.168
```

(b)
2 unconnected molecules or ions with the total composition C4H6F2O. Source: OMol25; level of theory: ωB97M-V/def2-TZVPD.

Computed properties:
- orbital gap (spin up / spin down) (Ha) = 0.31797 / 0.30552

Geometry as XYZ:
```
13
Properties=species:S:1:pos:R:3:nbo_charge:R:1
O -0.67 1.98 -0.64 -0.534
H -2.36 -0.77 -0.41 0.238
C -1.86 0.09 0.21 -0.710
C 2.01 -0.12 0.80 0.102
H -2.58 0.80 0.35 0.227
H 0.86 -0.19 -1.88 0.196
H 1.74 -0.82 1.52 0.161
C 0.34 -0.23 -0.91 0.116
F 3.09 -0.64 0.18 -0.333
C -0.63 0.79 -0.39 0.466
F -0.07 -1.46 -0.72 -0.339
H 1.74 0.90 0.75 0.186
H -1.63 -0.33 1.15 0.224
```

Least stable of them? (b).

(a)
2 unconnected molecules or ions with the total composition C3H8O2S. Source: OMol25; level of theory: ωB97M-V/def2-TZVPD.

Computed properties:
- SMILES = O=CO.CCS
- orbital gap (Ha) = 0.35751

Geometry as XYZ:
```
14
Properties=species:S:1:pos:R:3:nbo_charge:R:1
H 0.86 2.15 -0.78 0.229
H 2.06 -0.42 -1.77 0.202
C -2.74 -1.34 1.23 0.632
H 0.26 0.43 -1.53 0.221
H -3.34 -1.40 2.15 0.125
O -1.87 -2.23 1.05 -0.647
H -0.37 1.82 0.95 0.134
H 2.68 0.03 -0.11 0.216
H -1.23 -1.80 0.45 0.508
C 2.27 0.42 -0.99 -0.638
O -2.79 -0.33 0.51 -0.625
S 0.21 0.62 0.94 -0.094
C 0.85 1.03 -0.80 -0.491
H 3.16 1.04 -1.31 0.224
```

(b)
2 unconnected molecules or ions with the total composition C3H8O2S. Source: OMol25; level of theory: ωB97M-V/def2-TZVPD.

Computed properties:
- SMILES = O=CCCS.O
- orbital gap (Ha) = 0.35721

Geometry as XYZ:
```
14
Properties=species:S:1:pos:R:3:nbo_charge:R:1
C -0.23 -0.36 1.09 -0.546
O 0.93 1.60 -0.97 -0.961
O -0.79 1.73 2.04 -0.529
H -1.28 1.40 0.13 0.117
H 0.77 -1.84 -2.07 0.123
H 1.82 1.30 -0.77 0.488
H -0.81 -0.55 -1.00 0.225
C -0.49 -1.18 -0.17 -0.503
H -1.26 -1.92 0.02 0.216
C -0.85 1.03 1.07 0.463
H -0.51 -0.82 2.03 0.241
H 0.85 -0.24 1.25 0.242
S 1.01 -2.06 -0.77 -0.058
H 0.84 1.90 -1.88 0.482
```

Least stable of them? (a).

(a)
A gas-phase ion, CNO3S2 (charge -1). Source: OMol25; level of theory: ωB97M-V/def2-TZVPD.

Computed properties:
- SMILES = N#COS(=O)(=O)[S-]
- orbital gap (Ha) = 0.31445
- net charge = -1

Geometry as XYZ:
```
7
Properties=species:S:1:pos:R:3:nbo_charge:R:1
O -0.53 -0.48 1.42 -0.939
S -2.42 1.06 -0.08 -0.582
O 0.22 0.33 -0.89 -0.678
N 2.25 0.76 0.32 -0.500
C 1.29 0.56 -0.27 0.576
O -1.46 -1.59 -0.51 -0.938
S -1.11 -0.34 0.11 2.063
```

(b)
2 unconnected molecules or ions with the total composition CNO3S2. Source: OMol25; level of theory: ωB97M-V/def2-TZVPD.

Computed properties:
- orbital gap (spin up / spin down) (Ha) = 0.22783 / 0.22786
- net charge = -1

Geometry as XYZ:
```
7
Properties=species:S:1:pos:R:3:nbo_charge:R:1
C -2.16 0.26 0.44 0.055
O 1.60 -1.18 -0.17 -0.846
S 1.72 0.25 0.02 2.368
S -1.52 0.83 -0.99 -0.411
O 1.68 0.56 1.43 -0.843
N -2.36 -0.08 1.51 -0.483
O 2.46 1.09 -0.93 -0.840
```

Least stable of them? (b).

(a)
2 unconnected molecules or ions with the total composition C2H4N6. Source: OMol25; level of theory: ωB97M-V/def2-TZVPD.

Computed properties:
- orbital gap (Ha) = 0.27471

Geometry as XYZ:
```
12
Properties=species:S:1:pos:R:3:nbo_charge:R:1
N -1.19 -0.16 -0.30 -0.593
H -0.40 0.48 -2.36 0.177
C -1.31 0.20 -1.72 0.231
N 1.33 -0.03 -0.31 -0.291
N 2.04 -0.02 0.77 0.025
N 0.27 -0.57 1.47 -0.478
H 1.88 0.22 3.16 0.442
C -0.01 -0.31 0.16 0.488
N -2.40 0.66 -2.26 -0.618
H -0.87 -0.69 2.03 0.435
N 1.45 0.15 1.79 -0.143
H -3.20 0.42 -1.55 0.325
```

(b)
A single C2H4N6 molecule. Source: OMol25; level of theory: ωB97M-V/def2-TZVPD.

Computed properties:
- SMILES = [H]/N=c1\nnncn1N
- orbital gap (Ha) = 0.33166

Geometry as XYZ:
```
12
Properties=species:S:1:pos:R:3:nbo_charge:R:1
H 0.48 -2.43 0.04 0.214
N 0.86 1.29 0.02 -0.245
N -1.87 -1.17 -0.01 -0.628
N 1.77 -0.82 0.00 -0.363
H -2.34 -0.90 0.91 0.387
N -1.48 1.51 -0.01 -0.707
H -1.21 2.49 -0.03 0.367
C -0.43 0.77 -0.01 0.462
C 0.60 -1.35 -0.03 0.305
H -2.28 -0.75 -0.83 0.383
N 1.90 0.55 0.00 0.071
N -0.57 -0.64 0.01 -0.246
```

Least stable of them? (a).